P.
Computed, not measured: an isolated molecule of C9H14N2OS, with the ωB97M-V functional and the def2-TZVPD basis.

Its spin multiplicity is 1. The value obtained for the HOMO-LUMO gap is 0.335 Eh. The structure (SMILES) is CCCCCc1cc(=O)[nH]c(=S)[nH]1.

Last column: Mulliken charge in e.
Positions of all 27 atoms, in Å:
1 C -3.569 -0.057 -1.453  -1.17
2 C -3.467 0.065 0.063  -0.50
3 C -2.200 0.787 0.525  -0.74
4 C -0.924 -0.001 0.234  -0.42
5 C 0.301 0.705 0.820  -0.74
6 C 1.604 0.065 0.448  0.68
7 C 1.810 -1.267 0.356  -0.44
8 C 3.107 -1.811 0.005  0.15
9 O 3.389 -2.981 -0.104  -0.62
10 N 4.082 -0.831 -0.216  -0.04
11 C 3.904 0.511 -0.128  -0.08
12 S 5.101 1.601 -0.398  -0.38
13 N 2.644 0.921 0.204  -0.13
14 H -2.783 -0.695 -1.850  0.32
15 H -4.526 -0.492 -1.730  0.36
16 H -3.490 0.922 -1.921  0.29
17 H -4.332 0.621 0.430  0.33
18 H -3.499 -0.930 0.511  0.30
19 H -2.269 0.958 1.602  0.36
20 H -2.146 1.763 0.037  0.35
21 H -1.018 -0.999 0.663  0.29
22 H -0.789 -0.107 -0.843  0.32
23 H 0.219 0.717 1.911  0.29
24 H 0.306 1.745 0.483  0.30
25 H 1.026 -1.977 0.544  0.41
26 H 5.010 -1.157 -0.464  0.23
27 H 2.510 1.922 0.270  0.31

Q.
Computed, not measured: a cluster of 2 separate species, C9H14N2OS in total, with the ωB97M-V functional and the def2-TZVPD basis.

Its spin multiplicity is 1. The value obtained for the HOMO-LUMO gap is 0.330 Eh.

Last column: Mulliken charge in e.
Positions of all 27 atoms, in Å:
1 C -1.428 -3.067 3.488  -0.18
2 C -1.068 -3.612 2.328  -0.48
3 C -1.468 -1.729 3.812  -0.86
4 C -0.396 -2.795 1.388  -0.24
5 C -0.986 -0.900 2.820  -0.18
6 C -0.374 -1.431 1.690  0.23
7 C -0.618 3.209 -2.893  -1.16
8 C 1.847 1.393 -3.996  -0.76
9 C 0.295 2.150 -2.203  0.34
10 N 1.690 0.330 1.502  -0.56
11 N 1.237 1.513 -2.710  -0.31
12 O -0.780 0.867 0.583  -0.60
13 S 0.285 -0.172 0.428  0.48
14 H -1.743 -3.762 4.285  0.28
15 H -1.275 -4.642 2.056  0.37
16 H -1.968 -1.446 4.693  0.42
17 H -0.082 -3.237 0.420  0.32
18 H -0.954 0.189 2.773  0.40
19 H 0.003 3.914 -3.442  0.35
20 H -1.456 2.808 -3.447  0.28
21 H -1.028 3.877 -2.038  0.30
22 H 1.807 0.348 -4.312  0.25
23 H 1.153 1.910 -4.675  0.30
24 H 2.831 1.815 -3.948  0.26
25 H 0.060 1.818 -1.222  0.23
26 H 2.290 -0.490 1.605  0.25
27 H 2.128 1.144 1.016  0.29

Least stable structure: Q

P.
Computed, not measured: a cluster of 3 separate species, C2H10O2S2 in total, with the ωB97M-V functional and the def2-TZVPD basis.

Its spin multiplicity is 1. The value obtained for the HOMO-LUMO gap is 0.313 Eh. The structure (SMILES) is CSSC.O.O.

Last column: Mulliken charge in e.
Positions of all 16 atoms, in Å:
1 C -0.293 0.282 -2.124  -0.48
2 S -1.022 0.458 -0.391  -0.10
3 S 0.599 -0.109 0.723  -0.10
4 C 0.292 0.567 2.344  -0.74
5 H 0.636 0.723 -1.898  0.10
6 H -1.009 0.942 -2.708  0.28
7 H -0.569 -0.741 -2.321  0.26
8 H 0.315 1.660 2.304  0.28
9 H 0.950 0.281 3.296  0.29
10 H -0.724 0.235 2.622  0.25
11 O -1.972 -3.172 0.575  -0.63
12 H -1.035 -3.284 0.799  0.32
13 H -2.107 -2.184 0.664  0.32
14 O 2.591 1.600 -1.452  -0.64
15 H 1.998 2.052 -0.880  0.29
16 H 3.370 2.209 -1.490  0.31

Q.
Computed, not measured: a cluster of 3 separate species, C2H10O2S2 in total, with the ωB97M-V functional and the def2-TZVPD basis.

Its spin multiplicity is 1. The value obtained for the HOMO-LUMO gap is 0.326 Eh. The structure (SMILES) is CSSC.O.O.

Last column: Mulliken charge in e.
Positions of all 16 atoms, in Å:
1 C -1.427 0.656 1.480  -0.80
2 S -0.683 -0.124 3.034  -0.07
3 S 0.258 -1.846 2.293  -0.08
4 C -1.248 -2.532 1.525  -0.66
5 H -0.929 0.158 0.634  0.27
6 H -1.433 1.738 1.464  0.32
7 H -2.497 0.275 1.641  0.26
8 H -0.852 -2.972 0.604  0.25
9 H -2.021 -1.756 1.460  0.20
10 H -1.673 -3.297 2.165  0.30
11 O -0.853 0.368 -4.882  -0.64
12 H 0.037 0.450 -5.241  0.32
13 H -0.811 -0.446 -4.368  0.32
14 O 4.481 3.453 -0.604  -0.64
15 H 4.248 2.552 -0.859  0.32
16 H 5.403 3.324 -0.346  0.32

R.
Computed, not measured: a cluster of 4 separate species, C2H10O2S2 in total, with the ωB97M-V functional and the def2-TZVPD basis.

Its spin multiplicity is 1. The value obtained for the HOMO-LUMO gap is 0.170 Eh.

Last column: Mulliken charge in e.
Positions of all 16 atoms, in Å:
1 C -1.035 -0.436 -1.516  -0.42
2 S -2.100 -0.908 -0.132  -0.14
3 S 1.977 -0.023 0.544  -0.05
4 C 1.160 -1.496 0.973  -0.46
5 H 0.018 -0.509 -1.173  -0.04
6 H -1.157 0.623 -1.728  0.27
7 H -1.310 -1.092 -2.317  0.35
8 H 0.120 -1.515 0.584  -0.04
9 H 1.112 -1.579 2.054  0.28
10 H 1.732 -2.368 0.646  0.33
11 H 0.808 2.941 -1.466  0.29
12 H 1.120 1.585 -0.758  0.21
13 O 0.728 1.991 -1.539  -0.56
14 H -1.111 0.503 1.314  0.26
15 H -1.368 1.139 2.602  0.24
16 O -0.693 1.144 1.912  -0.53

Least stable structure: R

P.
Computed, not measured: a cluster of 3 separate species, C6H19N2O2 in total, with the ωB97M-V functional and the def2-TZVPD basis.

Its spin multiplicity is 1. As for the charge: +1. The value obtained for the HOMO-LUMO gap is 0.306 Eh.

Last column: Mulliken charge in e.
Positions of all 29 atoms, in Å:
1 C -0.380 1.213 0.887  -0.11
2 C -0.258 1.920 -0.378  -1.10
3 C 0.992 1.500 -1.308  -0.62
4 N 2.610 -1.154 -1.049  -0.47
5 C 1.366 -1.033 -1.703  0.93
6 C 0.630 0.088 -1.897  -0.91
7 C 0.809 -2.294 -2.328  -1.20
8 N -0.845 -0.228 0.794  -0.11
9 H -1.195 1.830 1.550  0.25
10 H 0.665 1.274 1.390  0.31
11 H -1.142 1.887 -1.008  0.41
12 H -0.206 3.005 -0.199  0.40
13 H 1.941 1.504 -0.736  0.27
14 H 1.024 2.195 -2.145  0.35
15 H 2.668 -1.941 -0.440  0.20
16 H 3.273 -0.452 -0.839  0.19
17 H -0.251 0.025 -2.504  0.38
18 H -0.180 -2.518 -1.922  0.30
19 H 0.549 -2.077 -3.380  0.31
20 H 1.447 -3.161 -2.294  0.41
21 H -0.566 -0.641 -0.098  0.21
22 H -1.829 -0.411 0.979  0.25
23 H -0.533 -0.807 1.586  0.41
24 H 0.651 -0.143 3.759  0.28
25 H -0.355 0.826 4.007  0.27
26 O 0.005 0.370 3.228  -0.55
27 H -4.595 -0.114 1.570  0.31
28 H -3.689 -0.447 2.743  0.31
29 O -3.651 -0.161 1.823  -0.65

Q.
Computed, not measured: a cluster of 3 separate species, C6H19N2O2 in total, with the ωB97M-V functional and the def2-TZVPD basis.

Its spin multiplicity is 1. As for the charge: +1. The value obtained for the HOMO-LUMO gap is 0.381 Eh.

Last column: Mulliken charge in e.
Positions of all 29 atoms, in Å:
1 C 1.992 0.921 0.550  -0.67
2 N 1.495 -0.133 -0.303  -0.19
3 C 0.944 0.457 -1.630  -0.70
4 C -0.204 -0.395 -2.164  -0.55
5 C -1.250 -0.888 -1.261  0.19
6 C -2.035 -1.933 -1.483  -1.39
7 C 1.393 0.757 2.014  -0.75
8 N -0.065 0.493 1.952  -0.02
9 H 3.071 0.820 0.766  0.35
10 H 1.979 1.987 0.292  0.35
11 H 2.248 -0.779 -0.506  0.30
12 H 0.672 1.467 -1.272  0.36
13 H 1.797 0.526 -2.306  0.35
14 H -0.614 0.060 -3.062  0.42
15 H 0.346 -1.261 -2.644  0.36
16 H -1.371 -0.296 -0.352  0.38
17 H -2.859 -2.162 -0.791  0.30
18 H -2.154 -2.644 -2.313  0.30
19 H 1.550 1.629 2.639  0.41
20 H 2.021 0.018 2.546  0.36
21 H -0.451 1.340 1.502  0.30
22 H -0.466 0.459 2.900  0.43
23 H -0.433 -0.442 1.574  0.15
24 H -2.250 3.166 0.106  0.31
25 H -2.108 1.536 -0.369  0.34
26 O -2.034 2.249 0.265  -0.63
27 H -0.871 -2.355 0.515  0.31
28 H 0.255 -2.520 1.435  0.35
29 O -0.598 -2.073 1.401  -0.70

Least stable structure: Q